A cluster of 8 separate species, C37H62N4O18 in total. Source: OMol25; level of theory: ωB97M-V/def2-TZVPD.

Geometry as XYZ:
```
121
C37H62N4O18 (ωB97M-V/def2-TZVPD)
C 10.1385 20.3266 -4.4799
N 10.4930 20.5866 -6.0002
C 9.5130 21.7590 -6.4100
C 11.9948 20.9326 -6.1972
C 10.1063 19.3676 -6.9150
C 11.0028 18.1704 -6.9506
O 11.2661 17.6547 -5.6483
H 9.1756 19.8171 -4.5152
H 9.9766 21.2284 -3.8895
H 10.9756 19.8108 -4.0093
H 9.4831 21.9138 -7.4886
H 9.7835 22.6248 -5.8056
H 8.4805 21.4370 -6.2741
H 12.0351 21.2120 -7.2500
H 12.6479 20.0850 -5.9899
H 12.2959 21.7528 -5.5455
H 10.2335 19.7944 -7.9099
H 9.0692 19.1318 -6.6761
H 11.9544 18.1440 -7.4815
H 10.4748 17.4128 -7.5297
H 10.4327 17.2409 -5.4121
C 7.5735 15.8054 -7.0334
C 7.8875 16.8898 -6.0073
O 7.2149 17.9301 -5.9107
O 8.7406 16.6974 -5.1286
H 7.6924 14.7570 -6.7599
H 8.1820 15.9372 -7.9281
H 6.6044 15.8702 -7.5281
C 9.7870 10.8270 -5.4880
C 10.8346 11.7406 -4.7696
C 10.8059 13.1468 -5.2398
O 11.2283 13.2200 -6.6670
C 10.8531 14.3933 -7.3791
N 10.5594 11.7685 -3.3079
H 8.8072 11.3037 -5.4575
H 9.6875 9.8304 -5.0578
H 10.0891 10.6501 -6.5202
H 11.7694 11.1878 -4.8625
H 11.5608 13.7264 -4.7083
H 9.8675 13.6915 -5.1355
H 11.1580 14.5458 -8.4144
H 11.3250 15.2821 -6.9602
H 9.7693 14.4741 -7.4616
H 9.5559 11.8799 -3.3336
H 10.9108 12.6476 -2.9560
C 3.8568 13.9378 -7.2887
C 4.0243 12.4141 -7.1365
C 5.5223 11.9229 -7.1562
O 5.6544 10.5013 -7.3285
C 5.6450 10.0686 -8.6884
N 3.3415 11.9286 -5.9778
H 2.8694 14.2580 -7.6212
H 4.5213 14.1829 -8.1172
H 4.1899 14.5012 -6.4171
H 3.6127 11.8748 -7.9896
H 5.9942 12.2043 -6.2148
H 6.2012 12.3360 -7.9022
H 5.4431 8.9979 -8.6591
H 6.6333 10.3236 -9.0708
H 4.8625 10.4775 -9.3278
H 3.4493 10.9245 -5.9582
H 3.8576 12.2031 -5.1542
C 4.4591 15.6856 -0.4593
C 4.2384 17.0671 -0.0546
C 4.6432 18.2372 -1.0088
O 5.9783 18.3431 -1.4267
C 6.4215 18.3586 -2.7946
N 2.8781 17.0729 0.2502
H 3.7975 15.4525 -1.2936
H 4.2014 14.9795 0.3301
H 5.4696 15.5171 -0.8315
H 4.9376 17.1808 0.7738
H 4.5300 19.2141 -0.5388
H 3.9305 18.0911 -1.8205
H 5.7280 18.9691 -3.3729
H 6.2146 17.3810 -3.2302
H 7.4581 18.6462 -2.9702
H 2.7079 17.7836 0.9474
H 2.5682 17.4169 -0.6474
C 1.9591 16.4497 -4.0199
C 2.8746 16.7974 -4.8834
C 2.5919 17.2212 -6.2877
O 3.4565 17.5708 -7.0593
C 1.1371 17.1788 -6.5622
C 0.2376 16.6526 -5.6713
C 0.5584 16.1856 -4.2782
O -0.1887 15.7296 -3.3625
O -1.0907 16.6694 -5.9608
O 4.1806 16.8855 -4.5796
H 2.3214 16.0839 -3.0705
H 0.7144 17.7252 -7.3923
H -1.6455 16.1948 -5.3374
H 4.5514 17.3805 -5.3138
C 5.3867 21.3814 -9.6094
C 5.6522 20.6823 -8.4753
C 5.5450 21.2324 -7.0808
O 5.6735 20.5799 -6.0287
C 4.9860 22.6538 -7.1654
C 4.7190 23.3313 -8.2387
C 4.8823 22.7197 -9.6280
O 4.7010 23.2788 -10.7484
O 4.2524 24.6264 -8.1170
O 6.0900 19.3550 -8.4342
H 5.5666 20.8734 -10.5454
H 4.9038 23.1254 -6.1973
H 3.7934 24.9825 -8.8814
H 6.4469 19.1005 -7.5801
C 7.0641 12.9250 -0.5157
C 5.9547 12.5989 -1.2591
C 5.7722 13.0803 -2.6936
O 4.8841 12.7326 -3.4442
C 6.9541 13.7812 -3.2101
C 7.9535 14.1281 -2.4236
C 8.1335 13.8072 -0.9598
O 9.0352 14.2842 -0.2254
O 9.0160 14.8012 -2.9180
O 4.9286 11.8824 -0.6878
H 7.2488 12.6835 0.5206
H 7.1686 14.0739 -4.2273
H 8.7764 15.2701 -3.7206
H 4.2018 11.8180 -1.3116
```

Output
**Kohn-Sham gap**: 6.6 eV
**Total charge**: 0
**LUMO level**: -2.045 eV
**2S+1**: 1

***

A structure of composition C28H23BrClN5NiO13Si. Source: OMol25; level of theory: ωB97M-V/def2-TZVPD.

Geometry as XYZ:
```
73
C28H23BrClN5NiO13Si (ωB97M-V/def2-TZVPD)
Ni 0.1939 0.3498 -0.4004
O 3.3447 4.7902 1.4626
C 2.6470 4.4389 2.5167
O 2.7272 5.0233 3.5773
C 1.7378 3.2683 2.3471
C 0.9753 2.6964 3.3396
Cl 0.9603 3.0244 5.0111
N 0.2509 1.6804 2.8039
N 0.5258 1.5651 1.4835
C 1.4233 2.4907 1.2090
C 2.0611 2.4816 -0.1589
O 2.8412 3.4180 -0.4378
O 1.7849 1.5029 -0.8835
C -0.4892 0.7024 3.5384
C -1.4350 1.1003 4.4743
C -2.0431 0.1470 5.2752
C -1.7243 -1.1964 5.1300
C -0.8129 -1.5853 4.1601
C -0.1899 -0.6383 3.3609
H 3.1651 4.1644 0.6598
H -1.6870 2.1454 4.5817
H -2.7752 0.4595 6.0092
H -2.2013 -1.9383 5.7585
H -0.5647 -2.6305 4.0270
H 0.5437 -0.9177 2.6244
Br 3.5451 -2.8832 3.5935
C 3.6967 -3.2728 1.7344
C 4.4043 -4.4172 1.3918
C 4.5078 -4.7835 0.0592
C 3.8840 -4.0210 -0.9198
C 3.1668 -2.8934 -0.5598
C 3.0776 -2.4884 0.7723
C 2.3123 -1.2031 1.0544
O 2.7492 -0.3998 1.8734
O 1.2678 -1.1182 0.3280
H 4.8616 -5.0143 2.1694
H 5.0660 -5.6730 -0.2079
H 3.9397 -4.3067 -1.9625
H 2.6428 -2.3059 -1.3032
O -0.8540 0.3329 -8.2147
N -1.2068 1.0039 -7.2512
O -1.9073 2.0008 -7.3588
C -0.7746 0.6087 -5.9313
C 0.0445 -0.4833 -5.7997
C 0.4694 -0.8630 -4.5337
C 0.0796 -0.1749 -3.3234
O 0.4303 -0.5686 -2.1918
C -0.7956 0.9790 -3.5475
C -1.2008 1.3421 -4.8173
N -1.3276 1.7371 -2.4974
O -2.2118 2.6003 -2.7521
O -0.9064 1.6850 -1.2533
N 1.3282 -2.0316 -4.4923
O 1.8594 -2.3642 -3.4503
O 1.4836 -2.6627 -5.5396
H 0.3604 -1.0460 -6.6616
H -1.8528 2.1909 -4.9311
C -4.1595 0.3019 -1.2363
Si -3.0844 0.2893 0.3033
C -2.9961 2.0515 0.9369
C -4.0217 -0.7548 1.5730
C -1.4980 -0.6533 -0.0838
H -5.1642 0.6520 -0.9798
H -4.2533 -0.6977 -1.6697
H -3.7561 0.9744 -1.9942
H -4.0096 2.4655 0.9334
H -2.3817 2.6466 0.2629
H -2.6061 2.1370 1.9500
H -5.0917 -0.5292 1.5371
H -3.6706 -0.5706 2.5879
H -3.8966 -1.8210 1.3647
H -1.6128 -1.1213 -1.0630
H -1.1975 -1.4187 0.6321
```

Output
**Kohn-Sham gap (spin up / spin down)**: 5.3 / 7.6 eV
**Total charge**: -2
**LUMO level (spin up / spin down)**: 3.617 / 3.852 eV
**2S+1**: 3

***

A structure of composition C4HNOS2. Source: OMol25; level of theory: ωB97M-V/def2-TZVPD.

Geometry as XYZ:
```
9
C4HNOS2 (ωB97M-V/def2-TZVPD)
C 0.4715 0.8314 0.4089
C -0.5645 -1.1133 0.1563
C -1.0990 -1.9728 -0.7256
C -0.0992 -0.0542 -0.6551
H -1.5856 -2.9242 -0.7146
N -0.3133 -0.2144 -1.9272
O -0.9537 -1.4308 -1.9729
S 1.2091 2.2373 0.4916
S -0.0119 -0.3796 1.6884
```

Output
**Kohn-Sham gap**: 8.1 eV
**Total charge**: 0
**LUMO level**: -1.274 eV
**2S+1**: 1

***

A structure of composition C13H23NO6RbS. Source: OMol25; level of theory: ωB97M-V/def2-TZVPD.

Geometry as XYZ:
```
45
C13H23NO6RbS (ωB97M-V/def2-TZVPD)
C -0.9665 -4.6652 0.6080
C -1.9950 -3.8228 0.3260
C -1.9413 -2.3475 0.6655
C -1.5846 -1.3665 -0.4997
C -0.6142 -2.0525 -1.4838
C 0.0073 -1.1470 -2.5728
C 1.4369 -0.7432 -2.2419
O 1.9682 0.1018 -3.2857
N 3.3733 -0.0631 -3.3263
O 3.8892 0.4999 -2.4379
O -0.8394 -0.0499 -2.9670
S -0.6643 1.3063 -2.0664
O -1.1987 2.3795 -2.8452
O -1.7513 1.0139 -0.8845
C -1.1521 0.0165 0.0053
C -1.5891 0.4181 1.4122
C -0.8567 1.7304 1.7824
C 0.5754 1.4345 2.2324
C 1.2870 2.6539 2.8236
O 1.0600 3.8502 2.0889
C 1.5530 3.7604 0.7774
H 0.0490 -4.5216 0.2464
H -1.1360 -5.5612 1.1988
H -2.8698 -4.2621 -0.1477
H -2.8975 -2.0428 1.0815
H -1.1516 -2.2479 1.4037
H -2.5148 -1.2023 -1.0443
H -1.2118 -2.7789 -2.0267
H 0.1732 -2.5577 -0.9237
H 0.0981 -1.7642 -3.4645
H 2.0115 -1.6736 -2.2437
H 1.5524 -0.3161 -1.2454
H -0.0719 0.1725 -0.0544
H -1.3189 -0.3069 2.1720
H -2.6548 0.6398 1.4052
H -0.8622 2.4059 0.9329
H -1.3578 2.1787 2.6398
H 0.5886 0.6415 2.9821
H 1.1898 1.0614 1.4036
H 2.3723 2.4593 2.8154
H 1.0337 2.8086 3.8684
H 2.0876 4.6980 0.5665
H 2.2765 2.9406 0.6539
H 0.7131 3.6245 0.0928
Rb 3.9037 2.6966 -0.4231
```

Output
**Kohn-Sham gap**: 6.5 eV
**Total charge**: +1
**LUMO level**: -4.120 eV
**2S+1**: 1

***

A structure of composition C4H19B2ClNOV. Source: OMol25; level of theory: ωB97M-V/def2-TZVPD.

Geometry as XYZ:
```
29
C4H19B2ClNOV (ωB97M-V/def2-TZVPD)
V 12.4014 15.0268 15.3048
B 14.0148 14.5504 14.7156
H 15.0194 14.1617 14.7782
H 13.5761 14.5352 13.7299
H 13.3985 13.9129 15.3304
H 14.0461 15.5837 15.0246
B 11.3893 15.2440 13.7433
H 11.5923 14.1911 13.6240
H 12.3540 15.6960 13.9143
H 10.8961 15.7507 12.9282
H 10.7625 15.5191 14.5775
Cl 12.5994 16.9220 15.8457
C 11.9523 12.1352 15.6884
C 11.4053 13.2609 16.6403
C 12.4718 13.8473 17.5753
O 13.2496 14.7468 16.8392
C 14.5348 15.0200 17.4709
N 10.7585 14.2872 15.9758
H 13.0086 12.2967 15.4735
H 11.3646 11.9091 14.7987
H 12.0797 11.1960 16.2267
H 10.7458 12.7611 17.3499
H 13.1003 13.0494 17.9710
H 12.0271 14.3998 18.4030
H 15.2227 14.1745 17.4765
H 14.2125 15.2560 18.4851
H 14.9313 15.9909 17.1742
H 10.0104 13.8195 15.4842
H 10.2686 14.8953 16.6162
```

Output
**Kohn-Sham gap (spin up / spin down)**: 2.7 / 9.1 eV
**Total charge**: -1
**LUMO level (spin up / spin down)**: 2.808 / 2.798 eV
**2S+1**: 4

***

The molecule C22H36N4O3. Source: OMol25; level of theory: ωB97M-V/def2-TZVPD.

Geometry as XYZ:
```
65
C22H36N4O3 (ωB97M-V/def2-TZVPD)
C -2.4436 3.1182 -0.6126
O -2.1909 2.8775 -1.9799
C -3.1439 3.5050 -2.8242
C -2.7965 3.1619 -4.2562
C -2.9483 1.6648 -4.5550
C -1.9571 1.1517 -5.5917
C -0.4846 1.1472 -5.2046
O 0.3769 0.9804 -6.0535
N -0.1854 1.2897 -3.8897
C 1.2025 1.3478 -3.4377
C 1.2453 1.9487 -2.0353
C 0.6291 1.0190 -0.9904
C 1.2837 -0.3605 -1.0295
N 0.7234 -1.2467 -0.0048
C -0.5498 -1.8862 -0.2850
C 1.3234 -1.2350 1.2182
O 2.2245 -0.4447 1.4876
C 0.9032 -2.2372 2.2185
C 0.4663 -3.5347 2.1219
N 0.3987 -4.1192 3.3493
C 0.7857 -3.1878 4.1975
N 1.1101 -2.0329 3.5720
C 1.6188 -0.8338 4.2370
C 1.3114 -0.8958 5.7241
C 1.7057 -2.2430 6.3235
C 1.5653 -2.2542 7.8383
C 0.8444 -3.3296 5.6819
C 1.2011 -0.9713 -2.4247
C 1.8466 -0.0407 -3.4475
H -1.6624 2.6236 -0.0393
H -2.4239 4.1910 -0.3926
H -3.4188 2.7166 -0.3151
H -4.1516 3.1479 -2.5681
H -3.1208 4.5893 -2.6614
H -3.4275 3.7490 -4.9267
H -1.7677 3.4854 -4.4372
H -2.8421 1.0910 -3.6303
H -3.9625 1.4671 -4.9085
H -2.1919 0.1191 -5.8621
H -2.0225 1.7265 -6.5175
H -0.8998 1.5996 -3.2478
H 1.7507 1.9862 -4.1345
H 2.2920 2.1306 -1.7770
H 0.7385 2.9169 -2.0294
H 0.7552 1.4388 0.0096
H -0.4472 0.9144 -1.1690
H 2.3363 -0.2364 -0.7697
H -1.0576 -2.1326 0.6422
H -1.1855 -1.1983 -0.8454
H -0.4345 -2.7971 -0.8766
H 0.2244 -4.0839 1.2269
H 2.6925 -0.7683 4.0605
H 1.1695 0.0399 3.7705
H 1.8456 -0.0825 6.2196
H 0.2417 -0.7305 5.8950
H 2.7536 -2.4346 6.0633
H 0.5359 -2.0294 8.1290
H 1.8226 -3.2309 8.2514
H 2.2151 -1.5098 8.3008
H -0.1731 -3.2650 6.0840
H 1.2111 -4.3286 5.9205
H 1.6958 -1.9455 -2.4312
H 0.1580 -1.1362 -2.7094
H 1.7738 -0.4576 -4.4514
H 2.9112 0.0760 -3.2210
```

Output
**Kohn-Sham gap**: 9.1 eV
**SMILES string**: COCCCCC(=O)N[C@H]1CC[C@@H](N(C)C(=O)c2cnc3n2CC[C@@H](C)C3)CC1
**Total charge**: 0
**LUMO level**: 0.553 eV
**2S+1**: 1

***

A structure of composition C9H11O. Source: OMol25; level of theory: ωB97M-V/def2-TZVPD.

Geometry as XYZ:
```
21
C9H11O (ωB97M-V/def2-TZVPD)
C 1.9353 2.0148 0.7117
C 1.9196 1.0386 -0.2763
C 1.0194 2.2467 1.6761
C 0.8750 0.1985 -0.5295
C -0.3649 0.4916 1.0155
C 0.4190 -0.6681 -1.5628
C -1.5132 -0.4259 0.9923
C -1.0693 -1.2588 -1.3982
C -1.3434 -1.7078 0.0125
O -0.0486 1.4305 1.8241
H 2.8841 2.5724 0.7088
H 2.7357 0.7978 -0.9866
H 0.9481 3.0386 2.4071
H 0.4217 -0.3036 -2.5809
H 1.1554 -1.4823 -1.6553
H -1.5698 -0.8855 2.0232
H -2.5681 -0.0622 0.9923
H -1.7926 -0.4300 -1.5694
H -1.1894 -2.0768 -2.0809
H -0.4808 -2.3597 0.3799
H -2.3734 -2.1688 -0.1036
```

Output
**Kohn-Sham gap (spin up / spin down)**: 6.2 / 6.5 eV
**Total charge**: +1
**LUMO level (spin up / spin down)**: -4.694 / -7.579 eV
**2S+1**: 3

***

The molecule C3H3NS2. Source: OMol25; level of theory: ωB97M-V/def2-TZVPD.

Geometry as XYZ:
```
9
C3H3NS2 (ωB97M-V/def2-TZVPD)
C 1.0999 -0.0042 -0.6326
C -0.2755 0.1506 -0.8949
C -2.0035 -0.5149 0.9123
N 1.6019 0.4828 0.5248
S 2.8484 0.2301 1.4364
S -1.4396 0.8542 0.2023
H 1.6496 -0.4819 -1.5030
H -0.7274 -0.4484 -1.7025
H -2.7539 -0.2685 1.6572
```

Output
**Kohn-Sham gap (spin up / spin down)**: 6.9 / 6.5 eV
**Total charge**: 0
**LUMO level (spin up / spin down)**: -1.759 / -1.722 eV
**2S+1**: 1

***

Number 1: strongest force on any atom 0.0846 hartree/bohr, molar mass 850.9 g/mol. Number 2: strongest force on any atom 0.0201 hartree/bohr, molar mass 839.6 g/mol. Number 3: strongest force on any atom 0.0106 hartree/bohr, molar mass 143.2 g/mol. Number 4: strongest force on any atom 0.0559 hartree/bohr, molar mass 406.9 g/mol. Number 5: strongest force on any atom 0.1765 hartree/bohr, molar mass 205.2 g/mol. Number 6: strongest force on any atom 0.0005 hartree/bohr, molar mass 404.6 g/mol. Number 7: strongest force on any atom 0.1512 hartree/bohr, molar mass 135.2 g/mol. Number 8: strongest force on any atom 0.0501 hartree/bohr, molar mass 117.2 g/mol.